A cluster of 9 separate species, C44H113N7O14 in total in a non-equilibrium geometry, computed with the ωB97M-V functional and the def2-TZVPD basis.

Results
Kohn-Sham gap	8.39	eV
ΔE to the lowest compared entry with this formula, charge and spin	776.1	kJ/mol
strongest force on any atom	3.70	eV/Å
total energy	-86539.927	eV
lowest unoccupied orbital energy	0.1	eV

Each line ends with the Mulliken charge.
Element x y z (Å)
C: -12.590 2.925 -1.102  -0.7914
O: -11.652 2.266 -1.941  -0.3670
C: -10.583 1.619 -1.197  -0.8599
C: -9.599 0.920 -2.221  0.5465
C: -8.548 0.129 -1.514  -1.5025
N: -9.068 1.769 -3.256  -0.7264
H: -13.548 3.145 -1.573  0.2824
H: -12.134 3.749 -0.554  0.3142
H: -12.951 2.227 -0.347  0.3099
H: -10.214 2.223 -0.369  0.4303
H: -11.024 0.752 -0.706  0.3671
H: -10.195 0.151 -2.711  0.2299
H: -7.927 0.752 -0.871  0.3530
H: -7.981 -0.368 -2.301  0.3641
H: -9.067 -0.592 -0.882  0.3882
H: -8.385 2.428 -2.911  0.2581
H: -9.942 2.272 -3.195  0.4043
C: 1.560 -0.066 1.087  -0.7641
O: 1.514 -1.152 0.182  -0.3389
C: 0.384 -1.211 -0.656  -0.7356
C: -0.962 -1.626 0.121  0.7913
C: -0.878 -2.933 1.016  -1.3297
N: -2.200 -1.537 -0.616  -0.7776
H: 1.393 0.809 0.459  0.2793
H: 2.591 0.187 1.336  0.3751
H: 0.865 0.001 1.924  0.2368
H: 0.321 -0.351 -1.323  0.3764
H: 0.593 -2.065 -1.301  0.3010
H: -1.104 -0.838 0.861  0.0770
H: -0.188 -3.662 0.591  0.2626
H: -1.846 -3.424 1.117  0.4318
H: -0.707 -2.758 2.078  0.2787
H: -2.301 -0.671 -1.127  0.2348
H: -2.887 -1.421 0.116  0.2999
C: 2.158 -5.604 -4.789  -0.6740
O: 0.816 -5.752 -5.235  -0.3064
C: 0.049 -6.385 -4.283  -0.7046
C: -1.470 -5.994 -4.534  -0.5095
N: -1.846 -6.510 -5.832  -0.1865
C: -3.282 -6.406 -6.000  -0.7054
C: -3.654 -6.828 -7.402  -0.4274
O: -5.061 -6.747 -7.479  -0.3115
C: -5.705 -7.162 -8.664  -0.7088
H: 2.563 -6.605 -4.644  0.2921
H: 2.133 -5.010 -3.875  0.2405
H: 2.809 -5.026 -5.445  0.2523
H: 0.394 -6.161 -3.274  0.4837
H: 0.321 -7.436 -4.382  0.3254
H: -1.610 -4.913 -4.511  0.3374
H: -1.995 -6.292 -3.626  0.3257
H: -1.314 -6.378 -6.680  0.2703
H: -3.729 -5.457 -5.704  0.2784
H: -3.857 -7.026 -5.313  0.2491
H: -3.427 -7.850 -7.707  0.3660
H: -3.269 -6.049 -8.060  0.3065
H: -5.658 -6.450 -9.489  0.2521
H: -6.709 -7.472 -8.373  0.2445
H: -5.188 -8.076 -8.957  0.3097
C: -7.787 2.096 8.184  -0.7377
O: -6.484 2.318 7.582  -0.3286
C: -5.823 3.576 7.805  -0.6455
C: -4.610 3.230 8.549  -0.6325
N: -3.565 2.671 7.734  -0.2324
C: -2.477 2.238 8.521  -0.5508
C: -1.234 2.170 7.746  -0.8338
O: -1.264 1.577 6.454  -0.2719
C: -1.511 0.174 6.496  -0.6385
H: -7.705 2.094 9.271  0.3178
H: -8.083 1.106 7.836  0.2411
H: -8.555 2.815 7.900  0.2886
H: -6.417 4.311 8.348  0.3903
H: -5.683 4.121 6.871  0.3187
H: -4.909 2.530 9.330  0.3231
H: -4.159 4.014 9.157  0.4765
H: -4.042 1.869 7.346  0.2527
H: -2.690 1.222 8.853  0.3875
H: -2.252 2.864 9.384  0.4504
H: -0.359 1.663 8.153  0.4759
H: -0.894 3.148 7.406  0.2478
H: -0.902 -0.451 7.149  0.3261
H: -1.309 -0.204 5.493  0.1382
H: -2.557 0.030 6.765  0.2348
C: 4.812 3.381 -2.145  -0.7936
O: 4.608 3.211 -3.561  -0.3437
C: 3.472 2.433 -3.849  -0.2027
C: 3.393 2.079 -5.347  -0.8731
N: 3.756 3.296 -6.246  -0.4495
C: 2.652 4.312 -6.381  -0.3567
C: 3.090 5.586 -7.178  -0.6701
O: 3.662 6.538 -6.274  -0.3488
C: 5.103 6.611 -6.304  -0.6653
H: 4.002 3.973 -1.719  0.3280
H: 5.719 3.970 -2.013  0.2816
H: 5.038 2.460 -1.609  0.2804
H: 2.533 2.921 -3.585  0.1890
H: 3.664 1.536 -3.260  0.4755
H: 2.475 1.569 -5.639  0.3742
H: 4.198 1.401 -5.629  0.3451
H: 4.444 3.760 -5.671  0.2088
H: 2.240 4.605 -5.415  0.2532
H: 1.814 3.810 -6.864  0.4304
H: 2.158 5.972 -7.590  0.3887
H: 3.695 5.375 -8.061  0.3309
H: 5.279 7.414 -5.588  0.2565
H: 5.478 7.002 -7.250  0.3103
H: 5.542 5.758 -5.787  0.2519
C: -3.087 2.639 -3.073  -0.8809
O: -2.731 2.621 -1.653  -0.2750
C: -1.929 3.715 -1.180  -0.4638
C: -2.317 3.888 0.275  -0.4234
N: -1.355 4.860 0.750  -0.3125
C: -1.122 4.677 2.151  -0.6784
C: -0.174 5.748 2.714  -0.7085
O: 0.983 5.791 1.891  -0.2515
C: 2.094 6.589 2.327  -0.7884
H: -3.838 3.413 -3.231  0.3381
H: -3.503 1.715 -3.476  0.2566
H: -2.251 3.012 -3.664  0.3705
H: -2.201 4.577 -1.789  0.3390
H: -0.887 3.522 -1.435  0.2578
H: -2.225 2.897 0.721  0.3174
H: -3.350 4.235 0.310  0.1954
H: -0.454 4.590 0.383  0.2626
H: -0.493 3.801 2.311  0.2854
H: -1.955 4.494 2.829  0.5908
H: 0.065 5.562 3.761  0.4062
H: -0.811 6.631 2.777  0.3104
H: 2.447 6.059 3.212  0.2852
H: 1.946 7.642 2.566  0.3082
H: 2.952 6.719 1.667  0.2621
C: 7.488 -2.841 0.956  -0.8140
O: 8.649 -2.239 0.397  -0.2550
C: 9.717 -3.067 0.881  -0.7699
C: 11.096 -2.476 0.349  -0.5373
N: 11.485 -1.298 1.139  -0.3648
C: 12.346 -0.402 0.487  -0.6986
C: 11.567 0.403 -0.632  -0.3491
O: 10.780 1.534 -0.185  -0.3957
C: 9.720 1.224 0.756  -0.6665
H: 7.288 -2.448 1.953  0.3052
H: 7.345 -3.920 0.907  0.3432
H: 6.727 -2.363 0.340  0.2486
H: 9.539 -4.041 0.425  0.5127
H: 9.809 -3.215 1.957  0.3622
H: 10.925 -2.244 -0.702  0.2825
H: 11.786 -3.318 0.402  0.3911
H: 10.667 -0.731 1.309  0.1341
H: 13.239 -0.933 0.157  0.3849
H: 12.835 0.271 1.191  0.3014
H: 10.893 -0.196 -1.245  0.2646
H: 12.185 0.880 -1.392  0.3472
H: 9.151 2.118 1.012  0.2919
H: 10.178 0.780 1.640  0.4475
H: 8.978 0.508 0.406  0.2336
C: -3.997 -8.521 -0.284  -1.4964
C: -4.732 -8.873 0.995  0.7556
C: -5.842 -7.856 1.462  -1.1650
O: -5.321 -10.130 0.810  -0.5355
H: -3.270 -7.730 -0.098  0.3225
H: -4.690 -8.049 -0.980  0.3859
H: -3.639 -9.359 -0.883  0.3846
H: -4.054 -8.934 1.846  0.1455
H: -6.103 -7.171 0.655  0.2837
H: -5.452 -7.134 2.179  0.3126
H: -6.690 -8.361 1.923  0.3308
H: -4.971 -10.405 -0.041  0.2748
C: 6.639 1.479 6.430  -1.1521
C: 5.163 1.398 6.183  0.3339
C: 4.964 2.611 5.142  -1.3292
O: 4.805 0.134 5.648  -0.5168
H: 7.052 0.669 7.032  0.3198
H: 6.752 2.460 6.893  0.3605
H: 7.248 1.689 5.551  0.2789
H: 4.574 1.522 7.091  0.2940
H: 5.289 3.579 5.523  0.3832
H: 3.888 2.729 5.018  0.3265
H: 5.511 2.400 4.223  0.3946
H: 4.915 0.245 4.701  0.3068